Here is a 5-piece molecular cluster, C34H35ClF32N2O10P overall in a non-equilibrium geometry from OMol25. Energies are from ωB97M-V/def2-TZVPD.

* frontier orbital gap: 6.69 eV
* charge: +1
* total energy: -168036.8346 eV
* HOMO: -12.84 eV

Structure (XYZ):
```
115
C34H35ClF32N2O10P | OMol25 | ωB97M-V/def2-TZVPD
C -6.347 -1.288 3.921
C -7.094 -1.209 2.469
O -8.024 -2.307 2.260
P -7.314 -3.662 1.510
O -7.971 -3.822 0.112
C -5.439 -3.596 1.334
C -4.868 -4.892 0.563
C -3.236 -5.043 0.676
C -2.592 -3.636 1.086
C -2.010 -3.531 2.550
C -1.418 -2.164 3.005
C -0.791 -1.984 4.483
O 0.450 -2.014 4.627
O -1.710 -1.802 5.571
C -1.471 -0.983 1.946
O -0.965 0.301 2.363
C -1.999 0.815 3.228
N -2.887 1.254 3.930
C -2.067 -1.248 0.513
Cl -2.132 0.083 -0.755
N -2.610 -2.549 0.136
O -7.657 -5.077 2.452
C -7.231 -4.901 3.833
C -5.728 -5.393 4.152
H -7.126 -1.542 4.725
H -5.445 -1.992 3.923
H -5.929 -0.236 4.182
H -7.746 -0.251 2.538
H -6.365 -1.020 1.605
H -5.204 -2.686 0.653
H -4.998 -3.419 2.375
H -5.071 -4.744 -0.567
H -5.387 -5.854 0.947
H -2.783 -5.518 -0.263
H -3.068 -5.806 1.534
H -2.033 -4.425 3.281
H -2.436 -2.461 5.412
H -3.033 -2.738 -0.800
H -7.930 -5.557 4.486
H -7.364 -3.829 4.227
H -5.211 -4.555 4.773
H -5.756 -6.340 4.795
H -5.065 -5.547 3.230
C 0.007 0.152 -4.131
C -0.196 -1.377 -4.190
C 0.912 -2.214 -3.551
F 2.099 -2.044 -4.160
F 0.620 -3.538 -3.648
F -0.407 -1.747 -5.474
F -1.363 -1.651 -3.524
O 0.527 0.772 -5.310
C 1.934 0.804 -5.446
C 2.420 0.041 -6.682
F 2.079 -1.268 -6.624
F 3.771 0.086 -6.775
F 2.511 0.375 -4.306
F 2.265 2.109 -5.563
H -0.992 0.586 -4.022
H 0.543 0.468 -3.232
H 1.026 -1.977 -2.489
H 1.994 0.461 -7.596
C -0.364 5.412 1.583
C -1.876 5.588 1.831
C -2.761 4.435 1.361
F -2.693 4.250 0.027
F -4.064 4.691 1.643
F -2.282 6.762 1.292
F -2.044 5.718 3.182
O 0.172 6.073 0.432
C 0.103 5.376 -0.796
C -0.740 6.113 -1.840
F -2.018 6.268 -1.427
F -0.789 5.414 -3.002
F -0.317 4.111 -0.580
F 1.379 5.275 -1.236
H 0.141 5.894 2.425
H -0.049 4.367 1.639
H -2.492 3.499 1.859
H -0.328 7.104 -2.047
C 3.695 6.712 5.042
C 2.973 6.419 3.711
C 3.093 4.986 3.195
F 4.365 4.644 2.927
F 2.407 4.844 2.027
F 3.385 7.308 2.777
F 1.644 6.679 3.914
O 4.977 7.341 4.948
C 6.096 6.494 4.774
C 6.833 6.760 3.458
F 6.033 6.547 2.389
F 7.894 5.928 3.322
F 5.718 5.207 4.911
F 6.921 6.753 5.814
H 3.077 7.448 5.567
H 3.713 5.845 5.709
H 2.681 4.269 3.911
H 7.192 7.791 3.413
C 5.032 -4.505 -4.613
C 5.658 -3.211 -4.052
C 5.567 -1.986 -4.960
F 6.224 -2.161 -6.122
F 6.135 -0.908 -4.360
F 6.941 -3.459 -3.695
F 4.996 -2.920 -2.890
O 5.933 -5.447 -5.205
C 6.247 -5.261 -6.572
C 7.740 -5.004 -6.799
F 8.153 -3.884 -6.165
F 8.003 -4.826 -8.117
F 5.464 -4.295 -7.091
F 5.886 -6.408 -7.193
H 4.619 -5.039 -3.752
H 4.167 -4.308 -5.253
H 4.527 -1.732 -5.180
H 8.341 -5.841 -6.435
```

Here is the molecule C5H11NO from OMol25. Energies are from ωB97M-V/def2-TZVPD.

* frontier orbital gap: 10.39 eV
* structure (SMILES): CNC(=O)C(C)C
* charge: 0
* total energy: -8901.5819 eV
* HOMO: -9.52 eV

Structure (XYZ):
```
18
C5H11NO | OMol25 | ωB97M-V/def2-TZVPD
C 2.689 0.691 0.010
N 1.245 0.646 -0.069
C 0.587 -0.534 -0.230
O 1.180 -1.600 -0.301
C -0.938 -0.495 -0.354
C -1.560 -1.315 0.782
C -1.576 0.891 -0.454
H 3.052 0.667 1.045
H 3.064 1.597 -0.473
H 3.078 -0.189 -0.505
H 0.721 1.495 0.061
H -1.117 -1.034 -1.293
H -1.476 -0.781 1.737
H -1.052 -2.278 0.879
H -2.623 -1.499 0.592
H -2.649 0.794 -0.650
H -1.476 1.453 0.485
H -1.145 1.490 -1.263
```

Here is a 10-piece molecular cluster, C28H80N4O10 overall in a non-equilibrium geometry from OMol25. Energies are from ωB97M-V/def2-TZVPD.

* frontier orbital gap (alpha / beta): 1.60 / 8.76 eV
* spin multiplicity: 2
* charge: -1
* total energy: -56761.0118 eV
* HOMO (alpha / beta): 0.46 / -6.77 eV
* ⟨S²⟩: 0.751

Structure (XYZ):
```
122
C28H80N4O10 | OMol25 | ωB97M-V/def2-TZVPD
C -2.117 4.906 -0.707
C -0.978 3.837 -0.596
O 0.298 4.405 -0.756
H -2.277 5.044 -1.776
H -1.808 5.889 -0.350
H -3.003 4.449 -0.267
H -1.126 3.181 -1.454
H -1.144 3.336 0.357
H 0.870 3.657 -0.942
C -4.667 0.377 -5.388
C -3.208 0.867 -5.194
O -2.385 -0.061 -4.522
H -4.870 -0.354 -6.171
H -5.290 1.186 -5.769
H -5.127 0.057 -4.453
H -3.186 1.723 -4.519
H -2.820 1.147 -6.174
H -2.109 -0.725 -5.158
C -0.380 -5.335 4.250
C 0.625 -6.249 3.629
O 1.769 -6.314 4.476
H -0.174 -4.316 3.922
H -0.187 -5.261 5.321
H -1.328 -5.804 3.988
H 0.947 -5.779 2.700
H 0.336 -7.286 3.456
H 1.660 -7.034 5.101
C 3.148 2.016 0.546
C 3.073 1.661 -0.931
O 1.863 2.220 -1.430
H 2.985 3.073 0.752
H 4.106 1.752 0.994
H 2.373 1.580 1.177
H 3.121 0.604 -1.191
H 3.901 2.191 -1.403
H 1.423 1.522 -1.920
C -5.238 2.181 -0.479
C -5.675 0.777 -0.558
O -6.639 0.612 0.460
H -4.897 2.435 0.524
H -5.969 2.890 -0.869
H -4.360 2.464 -1.060
H -4.939 -0.024 -0.498
H -6.202 0.720 -1.510
H -6.946 -0.298 0.459
C 0.032 2.259 -5.265
C -0.431 3.335 -6.263
O 0.362 4.509 -6.264
H -0.573 1.367 -5.429
H -0.149 2.636 -4.259
H 1.091 2.041 -5.407
H -1.459 3.569 -5.988
H -0.519 2.967 -7.285
H 0.199 5.089 -5.517
C 7.400 0.381 3.086
C 7.080 -0.341 4.410
C 6.027 -1.461 4.366
O 4.706 -0.947 4.716
C 3.473 -1.539 4.254
N 8.363 -0.925 4.900
H 8.127 1.190 3.026
H 6.439 0.834 2.843
H 7.683 -0.300 2.284
H 6.793 0.245 5.283
H 6.048 -2.102 5.248
H 6.197 -2.084 3.488
H 3.503 -1.810 3.199
H 2.605 -0.879 4.277
H 3.288 -2.493 4.747
H 9.060 -0.361 4.434
H 8.585 -1.856 4.578
C 1.975 -3.663 -4.475
C 1.700 -3.000 -3.148
C 2.163 -3.814 -1.943
O 1.286 -4.913 -1.658
C 1.491 -5.541 -0.375
N 2.268 -1.572 -3.166
H 1.470 -3.084 -5.247
H 1.674 -4.708 -4.556
H 3.040 -3.550 -4.678
H 0.615 -2.897 -3.168
H 2.424 -3.374 -0.980
H 3.160 -4.178 -2.192
H 0.826 -5.100 0.367
H 2.527 -5.396 -0.069
H 1.266 -6.607 -0.342
H 2.209 -1.222 -4.111
H 3.261 -1.639 -2.994
C -2.151 -0.079 -0.851
C -0.703 0.219 -0.712
C 0.103 -0.758 0.190
O -0.272 -0.659 1.559
C -0.118 -1.896 2.240
N -0.142 0.280 -2.024
H -2.702 -0.256 0.073
H -2.465 -0.925 -1.461
H -2.637 0.771 -1.330
H -0.492 1.235 -0.378
H 1.123 -0.376 0.224
H 0.052 -1.711 -0.335
H 0.942 -1.843 2.489
H -0.435 -2.777 1.682
H -0.688 -1.948 3.167
H -0.962 0.532 -2.558
H 0.129 -0.586 -2.467
C -3.659 0.458 3.502
C -3.147 1.752 2.786
C -3.604 3.089 3.376
O -3.294 4.114 2.537
C -4.359 5.108 2.341
N -1.703 1.735 2.839
H -3.439 0.312 4.560
H -3.397 -0.436 2.936
H -4.748 0.418 3.490
H -3.411 1.614 1.738
H -3.087 3.275 4.317
H -4.674 3.012 3.564
H -4.120 5.906 1.638
H -4.667 5.550 3.289
H -5.282 4.608 2.047
H -1.422 2.429 2.161
H -1.295 0.850 2.573
```

Here is C3HEuO3 as an isolated structure in a non-equilibrium geometry from OMol25. Energies are from ωB97M-V/def2-TZVPD.

* frontier orbital gap (alpha / beta): 5.68 / 6.69 eV
* spin multiplicity: 9
* charge: 0
* total energy: -28592.7011 eV
* HOMO (alpha / beta): -5.84 / -7.38 eV
* ⟨S²⟩: 20.009

Structure (XYZ):
```
8
C3HEuO3 | OMol25 | ωB97M-V/def2-TZVPD
H -1.132 -0.150 1.696
O -2.603 0.240 -0.982
C -1.731 -0.073 -0.273
C -0.814 -0.306 0.659
O 0.466 -0.708 0.436
C 1.670 -0.160 -0.712
O 2.155 -0.674 -1.674
Eu 1.989 1.831 0.850
```

Here is a 2-piece molecular cluster, C3H2BrCl3 overall in a non-equilibrium geometry from OMol25. Energies are from ωB97M-V/def2-TZVPD.

* frontier orbital gap (alpha / beta): 7.15 / 8.75 eV
* charge: 0
* total energy: -110748.1298 eV
* HOMO (alpha / beta): -8.43 / -9.30 eV

Structure (XYZ):
```
9
C3H2BrCl3 | OMol25 | ωB97M-V/def2-TZVPD
C -0.629 2.011 -0.299
C 0.119 -1.569 0.975
C 0.255 -0.248 0.836
Cl -0.352 3.137 0.876
Cl 1.405 -2.578 1.516
Cl 1.422 0.766 1.562
Br 0.715 1.695 -1.594
H -1.640 1.521 -0.463
H -0.847 -1.848 0.664
```

Here is C35H37HgIP2 as an isolated structure in a non-equilibrium geometry from OMol25. Energies are from ωB97M-V/def2-TZVPD.

* frontier orbital gap (alpha / beta): 5.19 / 5.20 eV
* charge: 0
* total energy: -67742.7238 eV
* HOMO (alpha / beta): -5.66 / -5.66 eV

Structure (XYZ):
```
76
C35H37HgIP2 | OMol25 | ωB97M-V/def2-TZVPD
Hg -0.101 0.652 1.949
C -1.794 0.952 -2.787
C -1.838 -0.363 -2.572
C -1.232 -1.364 -3.521
C 0.185 -1.026 -4.070
C 1.084 -0.176 -3.217
C 1.109 1.163 -3.204
C 0.181 2.042 -3.982
C -1.280 1.554 -4.065
C 0.963 0.097 3.826
H -2.229 1.677 -2.101
H -2.502 -0.794 -1.806
H -1.899 -1.490 -4.390
H -1.191 -2.346 -3.037
H 0.699 -1.990 -4.226
H 0.067 -0.574 -5.065
H 1.882 -0.735 -2.727
H 1.979 1.698 -2.829
H 0.565 2.160 -5.011
H 0.193 3.043 -3.530
H -1.907 2.423 -4.318
H -1.368 0.842 -4.892
H 0.961 0.970 4.487
H 1.987 -0.277 3.691
H 0.326 -0.697 4.244
P -1.594 -0.729 0.543
P 2.030 -0.022 0.864
C -0.213 -1.295 -0.438
C 1.128 -0.956 -0.353
C -2.453 -2.141 1.226
C -2.825 -3.178 0.351
C -3.524 -4.278 0.840
C -3.828 -4.369 2.203
C -3.441 -3.348 3.081
C -2.771 -2.226 2.595
C -2.800 0.635 0.299
C -2.357 1.977 0.161
C -3.246 3.046 0.201
C -4.617 2.816 0.343
C -5.079 1.500 0.461
C -4.186 0.421 0.450
C 3.349 -1.025 1.525
C 3.069 -2.299 2.065
C 4.116 -3.125 2.473
C 5.445 -2.697 2.349
C 5.720 -1.431 1.814
C 4.685 -0.591 1.419
C 2.582 1.704 0.736
C 2.632 2.614 1.828
C 2.947 3.955 1.590
C 3.170 4.413 0.291
C 3.110 3.513 -0.786
C 2.857 2.166 -0.545
H -0.453 -2.148 -1.085
H 1.808 -1.481 -1.028
H -2.577 -3.114 -0.707
H -3.825 -5.074 0.160
H -4.364 -5.238 2.583
H -3.668 -3.435 4.142
H -2.497 -1.409 3.259
H -1.289 2.189 0.029
H -2.864 4.068 0.155
H -5.308 3.655 0.406
H -6.143 1.313 0.594
H -4.556 -0.595 0.590
H 2.035 -2.622 2.172
H 3.903 -4.108 2.892
H 6.267 -3.339 2.668
H 6.750 -1.093 1.707
H 4.895 0.407 1.034
H 2.405 2.280 2.836
H 3.009 4.653 2.428
H 3.390 5.466 0.107
H 3.260 3.864 -1.803
H 2.856 1.431 -1.355
I -1.778 1.841 3.781
```